[1]
Formula: C69H140F18MgN9O14S6
Source: the OMol25 dataset
Level of theory: ωB97M-V/def2-TZVPD

Geometry as XYZ:
```
257
Properties=species:S:1:pos:R:3
Mg -14.109 10.991 7.422
C -19.618 16.395 17.211
C -19.605 16.169 15.685
C -19.060 17.337 14.908
N -18.623 17.096 13.482
C -17.965 18.450 12.969
C -17.838 18.494 11.405
C -19.168 18.148 10.647
C -19.604 16.821 11.083
C -19.879 16.763 12.597
C -17.586 15.991 13.326
H -20.279 15.690 17.714
H -19.812 17.406 17.570
H -18.629 16.207 17.630
H -20.593 15.930 15.292
H -19.010 15.271 15.522
H -18.119 17.574 15.405
H -19.630 18.261 15.006
H -18.629 19.234 13.332
H -17.064 18.497 13.581
H -17.451 19.442 11.031
H -17.068 17.872 10.947
H -19.966 18.885 10.735
H -19.106 18.072 9.561
H -20.527 16.700 10.516
H -18.912 16.066 10.711
H -20.688 17.460 12.814
H -20.218 15.777 12.915
H -18.084 15.072 13.635
H -16.786 16.257 14.017
H -17.185 15.906 12.316
C -8.532 16.975 -1.054
C -9.989 16.761 -0.411
C -10.225 15.323 -0.088
N -11.630 14.938 0.407
C -12.123 15.781 1.568
C -13.352 15.140 2.253
C -13.188 13.625 2.557
C -12.710 12.824 1.382
C -11.394 13.458 0.750
C -12.690 15.031 -0.739
H -7.740 16.898 -0.310
H -8.390 17.982 -1.446
H -8.195 16.254 -1.798
H -10.695 17.104 -1.167
H -10.038 17.381 0.484
H -9.696 14.956 0.792
H -9.955 14.633 -0.888
H -11.313 15.769 2.297
H -12.292 16.775 1.152
H -13.567 15.667 3.183
H -14.233 15.350 1.647
H -12.435 13.576 3.343
H -14.154 13.277 2.924
H -12.570 11.825 1.794
H -13.570 12.647 0.736
H -10.592 13.402 1.487
H -11.087 12.923 -0.149
H -13.694 14.711 -0.460
H -12.300 14.475 -1.592
H -12.789 16.094 -0.957
C -23.725 9.183 7.689
C -22.396 8.504 7.312
C -21.209 9.467 7.527
N -19.810 8.739 7.300
C -19.498 7.864 8.491
C -18.362 6.895 8.354
C -18.264 6.126 7.001
C -18.496 7.079 5.849
C -19.824 7.883 5.971
C -18.716 9.885 7.275
H -24.374 8.489 8.224
H -24.166 9.723 6.851
H -23.580 9.897 8.500
H -22.426 8.329 6.237
H -22.255 7.551 7.821
H -21.254 9.890 8.530
H -21.357 10.345 6.898
H -20.366 7.224 8.655
H -19.279 8.535 9.321
H -18.496 6.285 9.247
H -17.457 7.488 8.482
H -18.888 5.233 6.963
H -17.341 5.547 7.001
H -18.578 6.439 4.971
H -17.637 7.690 5.570
H -20.584 7.102 5.976
H -19.966 8.528 5.103
H -18.967 10.515 6.422
H -17.745 9.425 7.090
H -18.627 10.343 8.260
C -17.311 14.353 1.256
C -17.273 15.332 2.392
C -18.676 15.781 2.856
N -18.639 16.823 3.944
C -20.123 17.283 4.467
C -20.907 16.160 5.115
C -20.139 15.649 6.414
C -18.676 15.286 6.043
C -17.900 16.362 5.175
C -18.063 18.189 3.529
H -17.835 14.856 0.443
H -17.766 13.388 1.476
H -16.258 14.275 0.985
H -16.719 16.185 2.002
H -16.751 14.808 3.193
H -19.308 14.962 3.199
H -19.112 16.410 2.080
H -20.621 17.832 3.668
H -19.980 17.990 5.284
H -21.130 15.351 4.419
H -21.910 16.466 5.411
H -20.594 14.807 6.935
H -20.148 16.508 7.085
H -18.762 14.437 5.365
H -18.190 14.891 6.935
H -16.913 15.979 4.916
H -17.644 17.288 5.690
H -18.514 18.529 2.596
H -16.999 18.079 3.321
H -18.258 18.943 4.291
C -7.049 16.463 14.926
C -8.572 16.350 15.309
C -9.303 15.189 14.597
N -10.755 15.084 15.147
C -11.282 13.767 14.399
C -11.498 13.885 12.857
C -12.350 15.037 12.518
C -11.853 16.328 13.193
C -11.776 16.190 14.686
C -10.889 14.802 16.670
H -6.418 15.609 15.170
H -6.594 17.339 15.390
H -6.895 16.706 13.875
H -9.072 17.263 14.987
H -8.613 16.162 16.382
H -8.784 14.238 14.716
H -9.420 15.357 13.527
H -10.722 12.871 14.665
H -12.314 13.584 14.699
H -10.503 13.911 12.414
H -12.069 13.010 12.545
H -12.222 15.212 11.450
H -13.349 14.878 12.924
H -10.989 16.706 12.646
H -12.570 17.110 12.941
H -11.436 17.090 15.198
H -12.693 15.925 15.213
H -10.555 15.707 17.176
H -10.267 13.943 16.921
H -11.887 14.461 16.944
C -10.817 18.812 4.136
C -11.070 18.898 5.616
C -9.883 19.452 6.404
N -10.149 20.082 7.779
C -11.091 21.286 7.769
C -10.445 22.452 6.908
C -9.134 22.842 7.638
C -8.254 21.649 7.936
C -8.836 20.411 8.565
C -10.843 19.050 8.688
H -9.823 18.473 3.843
H -11.035 19.766 3.655
H -11.519 18.090 3.719
H -11.280 17.891 5.978
H -12.017 19.415 5.772
H -9.316 20.221 5.879
H -9.271 18.583 6.647
H -12.081 21.093 7.357
H -11.196 21.532 8.825
H -10.088 22.154 5.922
H -11.169 23.255 6.773
H -8.569 23.488 6.966
H -9.296 23.520 8.476
H -7.709 21.376 7.032
H -7.442 21.959 8.594
H -8.191 19.534 8.512
H -9.097 20.628 9.601
H -10.390 18.069 8.547
H -11.892 19.043 8.391
H -10.843 19.322 9.744
C -6.433 8.947 8.218
C -6.836 10.412 7.942
C -5.836 11.217 7.025
N -6.174 12.634 6.727
C -5.120 13.095 5.660
C -5.548 14.423 4.972
C -7.059 14.630 4.635
C -7.893 14.410 5.885
C -7.699 12.870 6.262
C -5.908 13.478 8.010
H -7.334 8.345 8.332
H -6.022 8.785 9.214
H -5.899 8.475 7.393
H -6.828 10.895 8.919
H -7.855 10.423 7.556
H -5.896 10.663 6.089
H -4.838 11.216 7.464
H -5.014 12.169 5.095
H -4.190 13.278 6.198
H -4.824 14.555 4.168
H -5.268 15.267 5.603
H -7.378 13.944 3.850
H -7.116 15.663 4.291
H -8.915 14.474 5.510
H -7.874 15.095 6.732
H -7.869 12.219 5.405
H -8.295 12.524 7.107
H -4.905 13.293 8.394
H -6.636 13.083 8.718
H -6.063 14.484 7.620
C -16.459 10.544 4.257
F -15.872 9.360 4.587
F -16.127 10.934 3.052
F -17.809 10.396 4.326
S -15.748 11.734 5.651
O -14.304 11.582 5.593
O -16.236 13.087 5.362
O -16.017 11.184 6.970
C -18.004 11.413 12.424
F -17.614 10.983 13.650
F -18.125 12.739 12.461
F -17.010 11.129 11.601
S -19.625 10.428 11.854
O -19.204 9.040 12.063
O -20.672 10.796 12.796
O -19.972 10.781 10.491
C -15.313 18.083 7.823
F -16.316 17.571 8.624
F -14.192 18.159 8.586
F -15.070 17.280 6.688
S -15.808 19.864 7.251
O -14.620 20.739 7.392
O -16.223 19.590 5.869
N -16.990 20.359 8.459
S -18.289 20.478 7.538
O -18.181 21.559 6.588
O -18.828 19.285 6.981
C -19.655 21.104 8.726
F -20.514 20.155 9.026
F -19.106 21.598 9.851
F -20.344 22.070 8.164
C -16.355 13.640 9.244
F -15.894 14.530 8.333
F -16.938 14.172 10.350
F -17.232 12.812 8.682
S -14.802 12.573 9.768
O -14.265 13.088 11.025
O -15.245 11.180 9.790
N -13.804 12.600 8.277
S -12.838 13.825 8.654
O -13.406 14.994 9.352
O -11.609 13.335 9.258
C -12.293 14.437 6.857
F -11.927 13.401 6.104
F -13.295 15.108 6.330
F -11.228 15.277 6.918
```

As for the gap between HOMO and LUMO (alpha / beta): 3.051 / 6.136 eV. The calculation puts the energy at -235230.474 eV. The molar mass is 1878.6 g mol⁻¹. Its expectation value of S² is 0.75. As for the net charge: +4. Its multiplicity is 2.

[2]
Formula: C69H145BN7O9
Source: the OMol25 dataset
Level of theory: ωB97M-V/def2-TZVPD

Geometry as XYZ:
```
231
Properties=species:S:1:pos:R:3
C -11.389 -16.245 4.724
C -11.080 -14.969 5.592
O -12.178 -14.215 6.039
H -11.912 -16.006 3.799
H -11.973 -16.986 5.270
H -10.413 -16.702 4.557
H -10.419 -14.273 5.075
H -10.527 -15.212 6.499
O -8.939 -20.476 9.149
C -8.954 -21.056 8.079
O -9.840 -21.982 7.764
B -9.551 -22.431 6.339
O -8.436 -21.568 5.878
C -8.122 -20.733 6.791
O -7.269 -19.879 6.732
O -10.844 -22.272 5.585
C -11.147 -23.507 5.084
O -12.167 -23.874 4.469
C -10.028 -24.486 5.343
O -9.255 -23.876 6.157
O -9.972 -25.712 5.091
C -17.583 -12.067 10.815
C -16.920 -13.472 10.527
C -17.085 -14.514 11.696
N -15.995 -15.676 11.650
C -16.433 -16.839 12.661
C -15.611 -18.147 12.457
C -15.545 -18.583 10.932
C -15.093 -17.439 10.036
C -16.012 -16.220 10.196
C -14.586 -15.059 12.017
H -17.287 -11.228 10.185
H -17.471 -11.687 11.830
H -18.670 -12.125 10.773
H -15.873 -13.330 10.258
H -17.338 -13.899 9.615
H -18.007 -15.076 11.548
H -17.180 -14.022 12.664
H -17.495 -16.818 12.417
H -16.073 -16.434 13.607
H -15.906 -18.974 13.102
H -14.650 -17.848 12.874
H -16.490 -18.960 10.539
H -14.827 -19.397 10.835
H -15.127 -17.721 8.984
H -14.077 -17.121 10.271
H -17.050 -16.532 10.077
H -15.733 -15.390 9.547
H -14.117 -14.611 11.141
H -13.943 -15.889 12.311
H -14.694 -14.446 12.912
C -16.181 -31.140 4.967
C -16.334 -32.542 4.333
C -17.684 -32.747 3.551
N -17.907 -34.002 2.626
C -17.778 -35.278 3.450
C -18.824 -35.375 4.567
C -20.263 -35.328 3.943
C -20.476 -34.158 3.040
C -19.354 -33.929 1.958
C -16.864 -33.959 1.495
H -17.019 -31.015 5.652
H -16.144 -30.287 4.290
H -15.241 -31.068 5.514
H -16.253 -33.292 5.120
H -15.465 -32.626 3.682
H -17.851 -31.888 2.901
H -18.481 -32.741 4.294
H -16.782 -35.290 3.893
H -17.955 -36.135 2.800
H -18.529 -34.612 5.288
H -18.640 -36.279 5.147
H -20.935 -35.058 4.758
H -20.552 -36.291 3.521
H -20.584 -33.231 3.603
H -21.426 -34.272 2.517
H -19.349 -32.963 1.454
H -19.324 -34.717 1.206
H -15.877 -33.890 1.952
H -17.039 -33.016 0.976
H -16.861 -34.796 0.797
C -2.509 -18.923 3.196
C -2.306 -20.148 2.244
C -3.279 -21.305 2.634
N -3.017 -22.731 2.069
C -2.558 -22.673 0.565
C -3.628 -22.266 -0.406
C -4.815 -23.244 -0.243
C -5.454 -23.224 1.218
C -4.334 -23.523 2.294
C -1.969 -23.483 2.916
H -2.473 -19.267 4.230
H -3.460 -18.413 3.043
H -1.711 -18.212 2.980
H -1.278 -20.509 2.294
H -2.332 -19.934 1.175
H -4.292 -21.109 2.281
H -3.527 -21.399 3.691
H -1.604 -22.154 0.651
H -2.306 -23.726 0.433
H -3.982 -21.241 -0.292
H -3.167 -22.413 -1.383
H -5.506 -23.133 -1.080
H -4.439 -24.238 -0.483
H -5.883 -22.262 1.500
H -6.374 -23.797 1.333
H -4.721 -23.225 3.268
H -4.045 -24.573 2.252
H -1.046 -22.907 2.839
H -1.780 -24.462 2.475
H -2.370 -23.502 3.929
C -3.124 -7.915 10.355
C -3.982 -9.105 10.774
C -4.419 -10.116 9.635
N -5.198 -11.412 10.080
C -6.423 -10.978 10.992
C -7.203 -12.118 11.590
C -6.474 -13.108 12.397
C -5.114 -13.417 11.703
C -4.321 -12.273 11.004
C -5.744 -12.180 8.852
H -3.603 -7.438 9.499
H -2.166 -8.207 9.924
H -3.072 -7.050 11.016
H -4.955 -8.737 11.100
H -3.493 -9.566 11.633
H -3.541 -10.551 9.159
H -4.975 -9.643 8.825
H -6.066 -10.466 11.886
H -7.106 -10.273 10.518
H -8.030 -11.650 12.123
H -7.584 -12.582 10.680
H -6.295 -12.630 13.360
H -6.941 -14.092 12.427
H -4.498 -13.843 12.495
H -5.184 -14.190 10.937
H -3.958 -11.689 11.849
H -3.441 -12.624 10.466
H -6.154 -13.143 9.155
H -4.908 -12.113 8.156
H -6.493 -11.561 8.356
C -10.811 -23.884 13.537
C -10.039 -23.136 14.593
C -8.434 -23.093 14.514
N -7.728 -22.424 15.680
C -6.259 -22.136 15.221
C -5.482 -21.342 16.298
C -6.139 -19.998 16.517
C -7.583 -20.180 16.971
C -8.432 -21.020 16.012
C -7.766 -23.292 16.942
H -11.900 -23.870 13.561
H -10.577 -24.945 13.628
H -10.581 -23.614 12.506
H -10.278 -23.428 15.616
H -10.413 -22.112 14.586
H -8.206 -22.647 13.546
H -8.097 -24.129 14.484
H -6.169 -21.705 14.224
H -5.860 -23.136 15.045
H -4.481 -21.248 15.877
H -5.512 -21.857 17.258
H -6.066 -19.316 15.670
H -5.600 -19.431 17.276
H -8.039 -19.191 16.916
H -7.807 -20.540 17.976
H -8.454 -20.555 15.027
H -9.462 -21.155 16.343
H -7.728 -22.626 17.805
H -6.821 -23.833 16.984
H -8.654 -23.917 17.027
C -12.785 -23.285 -3.575
C -13.907 -23.082 -4.552
C -13.712 -23.693 -5.909
N -14.982 -23.675 -6.854
C -15.302 -22.180 -7.284
C -16.215 -22.170 -8.527
C -15.674 -22.998 -9.671
C -15.628 -24.451 -9.215
C -14.635 -24.646 -7.979
C -16.247 -24.286 -6.104
H -12.598 -24.358 -3.544
H -13.127 -23.004 -2.579
H -11.845 -22.748 -3.706
H -13.864 -21.997 -4.646
H -14.894 -23.347 -4.174
H -13.583 -24.768 -5.782
H -12.826 -23.261 -6.375
H -14.380 -21.598 -7.318
H -15.777 -21.722 -6.416
H -16.386 -21.163 -8.908
H -17.190 -22.550 -8.223
H -14.721 -22.628 -10.049
H -16.406 -23.028 -10.478
H -15.225 -25.053 -10.029
H -16.618 -24.875 -9.047
H -13.626 -24.465 -8.349
H -14.659 -25.653 -7.563
H -16.572 -23.637 -5.291
H -16.009 -25.257 -5.669
H -17.084 -24.359 -6.798
C -5.105 -35.636 6.352
C -4.746 -34.172 6.296
C -5.984 -33.295 6.819
N -5.742 -31.743 6.876
C -4.265 -31.407 7.231
C -3.971 -31.524 8.731
C -4.979 -30.840 9.618
C -6.440 -31.232 9.209
C -6.721 -30.951 7.703
C -5.913 -31.357 5.387
H -4.740 -36.046 7.293
H -4.541 -36.181 5.596
H -6.178 -35.826 6.400
H -4.398 -33.894 5.301
H -3.859 -33.979 6.899
H -6.180 -33.523 7.867
H -6.888 -33.418 6.223
H -3.512 -31.879 6.600
H -4.258 -30.321 7.141
H -3.857 -32.573 9.008
H -2.974 -31.130 8.927
H -4.804 -31.118 10.658
H -4.946 -29.755 9.526
H -6.745 -32.226 9.537
H -7.176 -30.724 9.833
H -7.750 -31.134 7.392
H -6.520 -29.935 7.362
H -5.865 -30.268 5.410
H -6.888 -31.616 4.975
H -5.132 -31.728 4.723
```

As for the gap between HOMO and LUMO: 2.356 eV. The calculation puts the energy at -103395.572 eV. The molar mass is 1227.8 g mol⁻¹. As for the net charge: +5.

Q: Among the records above, which one has the highest net charge?
A: C69H145BN7O9

Q: Which of these has the lowest net charge?
A: C69H140F18MgN9O14S6

Q: Which of these has the lowest energy?
A: C69H140F18MgN9O14S6